(1)
C43H39CeIN3O5P as an isolated structure in a non-equilibrium geometry. Source: the Open Molecules 2025 dataset; level of theory: ωB97M-V with the def2-TZVPD basis set.

## Properties
LUMO energy (alpha / beta) ... 0.07117 / 0.07117 Ha
Strongest force on any atom ... 6.08 eV/Å
Spin multiplicity ... 2
HOMO-LUMO gap (alpha / beta) ... 5.90 / 5.90 eV
HOMO (alpha / beta) ... -3.96 / -3.97 eV
Energy above the lowest of the compared OMol25 structures with the same formula, charge and spin ... 3.2058 eV
Total charge ... -1
⟨S²⟩ ... 0.7512

Element x y z (Å)
Ce: 0.2284 1.2392 -0.5259
O: -3.4244 6.4200 2.7065
C: -3.1062 5.4558 3.4036
O: -3.3121 5.2018 4.5908
C: -2.2553 4.3656 2.6472
C: -1.3505 3.5855 3.3604
C: -0.5519 2.6905 2.6853
N: -0.6283 2.5070 1.3599
C: -1.5381 3.2298 0.6711
C: -2.3398 4.1804 1.2720
C: -1.5197 2.8771 -0.8081
O: -2.4791 2.2982 -1.3256
O: -0.4002 3.0726 -1.3720
H: -1.2997 3.7031 4.4320
H: 0.1842 2.0741 3.2040
H: -3.0186 4.7863 0.6952
I: 2.4372 -0.2134 1.1444
C: 2.2462 -0.7021 3.2948
C: 3.3301 -0.4789 4.1133
C: 3.3382 -0.8989 5.4427
C: 2.2794 -1.6213 5.9200
C: 1.1545 -1.8835 5.1123
C: 0.1171 -2.6969 5.6084
C: -0.9599 -3.0066 4.8224
C: -1.0944 -2.3948 3.5783
C: -0.1411 -1.5298 3.0722
P: -0.7188 -0.6233 1.5679
C: -2.4357 -0.1329 2.0033
C: -3.2306 0.2913 0.9350
C: -4.4409 0.9156 1.1641
C: -4.8719 1.1419 2.4634
C: -4.0767 0.7527 3.5273
C: -2.8608 0.1319 3.3020
C: -1.0123 -2.0865 0.4825
C: 0.0356 -2.5009 -0.3396
C: -0.0908 -3.6338 -1.1224
C: -1.2722 -4.3586 -1.1200
C: -2.3340 -3.9251 -0.3452
C: -2.2091 -2.7983 0.4501
C: 1.0804 -1.3418 3.7882
H: 4.1970 0.0084 3.6924
H: 4.1968 -0.6947 6.0650
H: 2.2956 -2.0238 6.9215
H: 0.1936 -3.0771 6.6165
H: -1.7250 -3.6859 5.1690
H: -1.9946 -2.5777 3.0097
H: -2.8888 0.1372 -0.0872
H: -5.0334 1.2553 0.3276
H: -5.8109 1.6416 2.6469
H: -4.3923 0.9575 4.5398
H: -2.2320 -0.1472 4.1370
H: 0.9553 -1.9304 -0.3815
H: 0.7422 -3.9575 -1.7310
H: -1.3655 -5.2514 -1.7228
H: -3.2655 -4.4746 -0.3533
H: -3.0589 -2.4661 1.0308
C: 2.9701 3.0266 -1.6746
C: 3.5829 1.8560 -2.3975
C: 4.5309 2.0532 -3.3784
C: 5.1686 0.9825 -3.9887
C: 4.8863 -0.3049 -3.5478
C: 3.9351 -0.5416 -2.5818
C: 3.6713 -1.9254 -2.0627
C: 3.1844 0.5365 -2.0242
N: 2.1529 0.3040 -1.1923
H: 3.6184 3.8974 -1.7510
H: 2.8411 2.7817 -0.6054
H: 1.9901 3.3024 -2.0938
H: 4.7799 3.0685 -3.6696
H: 5.9112 1.1553 -4.7568
H: 5.4325 -1.1435 -3.9671
H: 4.3006 -2.6580 -2.5659
H: 2.6237 -2.2069 -2.1924
H: 3.8824 -1.9391 -0.9931
O: -0.9356 -0.1173 -1.9011
C: -1.3548 -0.1002 -3.0584
C: -1.9777 -1.3182 -3.6782
C: -0.7546 -2.0342 -4.2972
C: 0.1246 -1.1913 -5.2426
C: 1.0463 -0.1663 -4.5589
C: 0.3457 1.1592 -4.1904
N: -1.0673 0.8944 -3.9445
H: -2.7056 -1.0637 -4.4460
H: -2.4368 -1.9592 -2.9256
H: -1.1230 -2.9007 -4.8523
H: -0.1390 -2.3969 -3.4733
H: -0.5001 -0.7154 -6.0049
H: 0.7729 -1.8936 -5.7694
H: 1.8926 0.0575 -5.2112
H: 1.4582 -0.6114 -3.6518
H: 0.4064 1.8838 -5.0042
H: 0.8118 1.5818 -3.2857
H: -1.5964 0.8359 -4.8030

***

(2)
A 6-piece molecular cluster, H12O6 overall in a non-equilibrium geometry. Source: the Open Molecules 2025 dataset; level of theory: ωB97M-V with the def2-TZVPD basis set.

## Properties
LUMO energy ... -0.01030 Ha
Strongest force on any atom ... 1.16 eV/Å
HOMO-LUMO gap ... 11.03 eV
HOMO ... -11.31 eV
Energy above the lowest of the compared OMol25 structures with the same formula, charge and spin ... 2.3461 eV
Structure (SMILES) ... O.O.O.O.O.O

Element x y z (Å)
O: 0.1266 1.5584 0.0254
H: 0.9338 1.0483 0.1569
H: 0.3646 2.4498 0.3040
O: -2.4567 -0.2351 -1.4032
H: -2.7205 -0.9213 -0.7798
H: -1.7396 0.2266 -0.9542
O: 0.5559 -2.5497 -1.9415
H: -0.2683 -2.3651 -1.4771
H: 0.8891 -1.6782 -2.1832
O: -0.1292 -2.9995 2.1952
H: -0.3806 -2.9158 3.1219
H: -0.1624 -2.0962 1.8607
O: 0.1765 2.0181 2.7879
H: 0.7930 1.6973 2.1201
H: 0.6536 2.7335 3.2232
O: 1.6366 1.8734 -1.8801
H: 1.0929 2.2421 -2.5854
H: 1.2669 2.2542 -1.0755

***

(3)
An isolated molecule of C18H25N3O3S in a non-equilibrium geometry. Source: the Open Molecules 2025 dataset; level of theory: ωB97M-V with the def2-TZVPD basis set.

## Properties
LUMO energy ... 0.01693 Ha
Strongest force on any atom ... 1.33 eV/Å
HOMO-LUMO gap ... 9.79 eV
HOMO ... -9.33 eV
Energy above the lowest of the compared OMol25 structures with the same formula, charge and spin ... 1.8881 eV
Structure (SMILES) ... O=C(CCC1=NS(=O)(=O)c2ccccc2N1)NC1CCCCCCC1

Element x y z (Å)
O: -0.5876 -2.6801 1.4335
C: -0.0628 -2.6606 0.3343
C: 1.0059 -3.6887 -0.0506
C: 2.3429 -3.3130 0.6121
C: 2.6230 -1.8905 0.2228
N: 3.0156 -1.6475 -0.9632
S: 2.8546 -0.1533 -1.6295
O: 3.9640 0.1388 -2.4787
O: 1.5379 -0.1425 -2.2193
C: 2.8392 0.9517 -0.2293
C: 3.0619 2.3049 -0.3852
C: 2.9590 3.1480 0.7078
C: 2.6292 2.6230 1.9500
C: 2.4222 1.2668 2.1113
C: 2.5308 0.4121 1.0133
N: 2.3504 -0.9547 1.1688
N: -0.3358 -1.7637 -0.6266
C: -1.3431 -0.7103 -0.5218
C: -2.7284 -1.3583 -0.4014
C: -3.8908 -0.3968 -0.1408
C: -3.9563 0.8425 -1.0410
C: -3.2547 2.1022 -0.5090
C: -1.7772 2.2615 -0.8853
C: -0.7608 1.6919 0.1104
C: -1.0514 0.2797 0.6155
H: 1.1350 -3.7199 -1.1311
H: 0.6866 -4.6665 0.3114
H: 3.1334 -3.9604 0.2356
H: 2.2643 -3.4172 1.6948
H: 3.3081 2.6718 -1.3688
H: 3.1261 4.2073 0.5942
H: 2.5367 3.2780 2.8029
H: 2.1708 0.8611 3.0802
H: 2.0191 -1.2715 2.0711
H: 0.2891 -1.6772 -1.4170
H: -1.2752 -0.1813 -1.4721
H: -2.9198 -1.9089 -1.3258
H: -2.6947 -2.0802 0.4161
H: -3.8899 -0.0766 0.9022
H: -4.8072 -0.9752 -0.2830
H: -5.0126 1.0957 -1.1634
H: -3.5721 0.5997 -2.0327
H: -3.7869 2.9614 -0.9252
H: -3.3676 2.1560 0.5751
H: -1.5573 3.3281 -0.9807
H: -1.6120 1.8259 -1.8717
H: 0.2156 1.6998 -0.3800
H: -0.6989 2.3561 0.9770
H: -1.8889 0.2993 1.3088
H: -0.1893 -0.0687 1.1843

***

(4)
C31H45BrCaN2P2 as an isolated structure in a non-equilibrium geometry. Source: the Open Molecules 2025 dataset; level of theory: ωB97M-V with the def2-TZVPD basis set.

## Properties
LUMO energy (alpha / beta) ... -0.26266 / -0.33243 Ha
Strongest force on any atom ... 2.93 eV/Å
HOMO-LUMO gap (alpha / beta) ... 6.63 / 4.37 eV
HOMO (alpha / beta) ... -13.77 / -13.42 eV
Energy above the lowest of the compared OMol25 structures with the same formula, charge and spin ... 0.0000 eV
Total charge ... +2

Element x y z (Å)
C: 2.6637 4.5483 -1.2329
C: 1.6455 4.0344 -2.0722
C: 1.9583 3.8451 -3.4381
C: 3.2854 4.0254 -3.8472
N: 4.2564 4.3592 -3.0084
C: 3.9635 4.6637 -1.7476
C: 0.3891 3.6362 -1.4949
C: -0.6288 3.2387 -0.9361
C: -1.8103 2.8021 -0.2144
C: -2.0302 1.4182 -0.0704
C: -3.2497 0.9443 0.4982
C: -3.9991 1.9158 1.0836
C: -3.9249 3.2624 0.9434
C: -2.7189 3.7210 0.3278
Ca: -3.1411 1.4485 3.4118
P: 1.5532 0.0155 0.1743
H: 1.1999 3.5350 -4.1514
H: 2.4572 4.8287 -0.2039
H: 3.5658 3.8717 -4.8953
H: 4.7797 5.0037 -1.1034
H: -2.5124 4.7955 0.2471
H: -1.2678 0.7082 -0.4305
H: -4.7119 3.9609 1.2191
H: -3.5537 -0.0933 0.4211
C: 2.1108 -1.7392 0.4279
C: 3.1867 -2.3265 -0.4801
H: 1.1817 -2.3222 0.3257
H: 2.4162 -1.8056 1.4827
H: 3.3612 -3.3668 -0.1716
H: 2.8815 -2.3504 -1.5357
H: 4.1478 -1.8002 -0.3931
C: 1.6984 0.3347 -1.6488
C: 3.0871 0.6173 -2.2138
H: 1.0460 1.2036 -1.8284
H: 1.2365 -0.5196 -2.1729
H: 2.9969 0.8300 -3.2850
H: 3.5401 1.5035 -1.7584
H: 3.7758 -0.2282 -2.1071
C: 2.8710 1.0692 0.9269
C: 4.2905 0.5208 0.9802
H: 2.5114 1.2356 1.9533
H: 2.8440 2.0417 0.4172
H: 4.9114 1.1979 1.5814
H: 4.3435 -0.4675 1.4522
H: 4.7612 0.4612 -0.0102
Br: -3.9591 1.3775 5.8997
P: -1.5477 -1.6188 -1.7175
C: -0.5136 -2.6162 -2.8811
C: -1.0602 -3.9593 -3.3558
H: 0.4359 -2.7742 -2.3382
H: -0.2821 -1.9684 -3.7419
H: -0.2951 -4.4402 -3.9786
H: -1.2788 -4.6369 -2.5234
H: -1.9601 -3.8524 -3.9751
C: -2.6020 -2.8607 -0.8394
C: -3.9631 -3.2180 -1.4268
H: -2.7387 -2.4282 0.1666
H: -1.9911 -3.7670 -0.7104
H: -4.4711 -3.9033 -0.7351
H: -4.6099 -2.3408 -1.5480
H: -3.8838 -3.7362 -2.3917
C: -2.7222 -0.7049 -2.8203
C: -3.0889 -1.3286 -4.1623
H: -2.2282 0.2668 -2.9911
H: -3.6299 -0.4872 -2.2375
H: -3.7060 -0.6163 -4.7243
H: -2.2142 -1.5515 -4.7806
H: -3.6838 -2.2443 -4.0541
C: -0.0837 -2.4354 7.2146
C: -0.1739 -1.4107 6.1055
C: -0.4037 -0.0705 6.4060
C: -0.7763 0.8047 5.3799
N: -1.0000 0.3997 4.1118
C: -0.5628 -0.8424 3.7765
C: -0.1885 -1.7760 4.7489
H: 0.4897 -2.0755 8.0832
H: -1.1006 -2.6611 7.5664
H: 0.3722 -3.3711 6.8709
H: -0.4097 0.3086 7.4306
H: -0.9849 1.8558 5.6036
H: -0.5565 -1.0937 2.7117
H: 0.0039 -2.8022 4.4354